Entry 1:
Molecular formula: C4H13O4
Method: DFT, ωB97M-V/def2-TZVPD

Calculated values
Strongest force on any atom: 2.024 eV Å⁻¹
Highest occupied orbital energy (spin up / spin down): -0.380 / -0.370 Ha
Total energy: -12545.16866 eV
Frontier orbital gap (spin up / spin down): 10.61 / 6.04 eV
Energy relative to the best compared isomer or geometry (same formula, charge and spin): 80.0 kJ/mol
Expectation value of S²: 0.755

```
! RIJCOSX wB97M-V def2-TZVPD def2/J DEFGRID3
* xyz 0 2
C 2.12 -0.51 -0.29
O 1.87 -1.71 0.45
C 1.72 0.73 0.48
C 0.24 0.97 0.74
C -0.70 1.41 -0.43
O -1.55 0.44 -1.00
H 3.13 -0.50 -0.67
H 1.52 -0.63 -1.21
H 2.26 0.61 1.42
H 2.10 1.63 -0.03
H -0.26 0.06 1.12
H 0.10 1.74 1.50
H -0.02 1.77 -1.22
H -1.35 2.20 -0.03
H -1.19 -0.48 -1.23
H -2.69 -0.72 1.83
H -2.83 -0.18 0.43
O -3.36 -0.39 1.21
H 1.06 -2.04 0.06
H -1.29 -2.58 -1.77
O -0.87 -1.81 -1.37
*
```

=====

Entry 2:
Molecular formula: C20H36N2O4
Method: DFT, ωB97M-V/def2-TZVPD

Calculated values
Strongest force on any atom: 0.642 eV Å⁻¹
Structure (SMILES): CC[C@@H](C)[C@@H](NC(=O)[C@H]1CC[C@@H](C)CC1)C(=O)N[C@H](C(=O)OC)C(C)C
Highest occupied orbital energy: -0.345 Ha
Total energy: -32497.13224 eV
Frontier orbital gap: 10.00 eV
Energy relative to the best compared isomer or geometry (same formula, charge and spin): 1.6 kJ/mol

```
! RIJCOSX wB97M-V def2-TZVPD def2/J DEFGRID3
* xyz 0 1
C 1.67 5.12 -0.52
C 1.39 3.75 -1.11
C -0.07 3.31 -0.93
C -1.00 4.06 -1.87
C -0.21 1.80 -1.17
N 0.69 1.05 -0.31
C 1.18 -0.15 -0.65
O 0.89 -0.70 -1.71
C 2.12 -0.83 0.34
C 1.44 -2.11 0.84
C 2.38 -2.91 1.73
C 2.92 -2.09 2.90
C 1.86 -1.84 3.96
C 3.55 -0.80 2.38
C 2.58 0.01 1.52
C -1.64 1.28 -0.91
O -2.49 1.89 -0.30
N -1.82 0.05 -1.44
C -3.01 -0.72 -1.21
C -3.12 -1.24 0.22
O -4.07 -1.84 0.63
O -2.05 -0.94 0.96
C -2.10 -1.32 2.33
C -3.12 -1.89 -2.20
C -3.16 -1.38 -3.63
C -1.99 -2.90 -2.00
H 1.43 5.13 0.55
H 1.08 5.89 -1.00
H 2.72 5.37 -0.64
H 2.05 3.02 -0.64
H 1.62 3.76 -2.18
H -0.39 3.51 0.10
H -2.03 3.78 -1.69
H -0.91 5.13 -1.72
H -0.75 3.84 -2.91
H 0.06 1.56 -2.20
H 0.82 1.41 0.62
H 3.00 -1.13 -0.25
H 0.54 -1.83 1.39
H 1.13 -2.71 -0.02
H 1.86 -3.80 2.10
H 3.22 -3.25 1.12
H 3.72 -2.68 3.38
H 1.02 -1.28 3.56
H 2.28 -1.27 4.79
H 1.48 -2.78 4.35
H 3.88 -0.19 3.23
H 4.43 -1.04 1.79
H 1.73 0.31 2.13
H 3.09 0.92 1.17
H -1.00 -0.43 -1.80
H -3.87 -0.05 -1.34
H -1.48 -0.62 2.88
H -1.73 -2.34 2.45
H -3.13 -1.28 2.69
H -4.07 -2.40 -1.97
H -2.23 -0.89 -3.89
H -3.30 -2.21 -4.32
H -3.98 -0.68 -3.77
H -1.01 -2.45 -2.20
H -2.11 -3.73 -2.68
H -1.99 -3.28 -0.98
*
```

=====

Entry 3:
Molecular formula: F6H22O11P
Method: DFT, ωB97M-V/def2-TZVPD

Calculated values
Strongest force on any atom: 0.956 eV Å⁻¹
Highest occupied orbital energy: -0.289 Ha
Total energy: -48483.59325 eV
Frontier orbital gap: 10.07 eV
Energy relative to the best compared isomer or geometry (same formula, charge and spin): 60.4 kJ/mol

```
! RIJCOSX wB97M-V def2-TZVPD def2/J DEFGRID3
* xyz -1 1
P -0.19 -0.54 0.53
F -1.23 -0.27 -0.68
F -0.67 0.83 1.24
F -1.28 -1.38 1.37
F 0.87 -0.74 1.72
F 0.33 -1.88 -0.26
F 0.93 0.32 -0.31
O -1.74 3.03 -0.97
H -2.12 3.32 -1.80
H -1.26 2.21 -1.20
O 4.15 0.68 -1.28
H 3.54 1.43 -1.25
H 4.58 0.69 -0.42
O -3.65 -2.11 2.70
H -3.86 -1.61 1.91
H -2.73 -2.37 2.57
O -2.66 1.53 3.05
H -3.08 1.96 2.30
H -1.83 1.19 2.70
O -1.01 4.49 1.85
H -1.01 3.60 1.46
H -1.62 4.98 1.29
O 3.04 1.54 1.60
H 2.37 0.92 1.91
H 2.70 1.83 0.75
O 3.14 -2.89 -0.32
H 3.68 -2.10 -0.47
H 2.42 -2.58 0.24
O -1.87 -0.45 -3.65
H -1.32 -1.02 -3.09
H -1.55 0.44 -3.46
O -0.07 -2.68 -2.91
H 0.75 -2.59 -3.40
H 0.21 -2.78 -1.98
O 0.19 -4.03 2.41
H 0.79 -4.61 1.93
H 0.04 -3.28 1.82
O -0.04 1.58 -2.73
H 0.44 1.20 -1.98
H 0.61 2.13 -3.19
*
```

=====

Entry 4:
Molecular formula: C3H4O4S
Method: DFT, ωB97M-V/def2-TZVPD

Calculated values
Strongest force on any atom: 3.957 eV Å⁻¹
Highest occupied orbital energy: 0.028 Ha
Total energy: -22199.26910 eV
Frontier orbital gap: 5.96 eV
Energy relative to the best compared isomer or geometry (same formula, charge and spin): 41.9 kJ/mol

```
! RIJCOSX wB97M-V def2-TZVPD def2/J DEFGRID3
* xyz -2 1
C 0.44 0.26 -1.89
C -0.15 -1.11 0.60
C 0.43 0.10 -0.09
O 0.98 1.31 -2.40
O -1.85 1.28 0.81
O -0.14 -0.63 -2.45
O 0.31 1.52 2.16
S -0.39 1.56 0.78
H -0.43 -2.00 -0.03
H 0.49 -1.49 1.34
H -1.18 -0.77 1.13
H 1.48 -0.04 0.05
*
```

=====

Entry 5:
Molecular formula: C2H7N3S
Method: DFT, ωB97M-V/def2-TZVPD

Calculated values
Strongest force on any atom: 5.703 eV Å⁻¹
Highest occupied orbital energy: -0.301 Ha
Total energy: -17489.16950 eV
Frontier orbital gap: 8.64 eV
Energy relative to the best compared isomer or geometry (same formula, charge and spin): 361.1 kJ/mol

```
! RIJCOSX wB97M-V def2-TZVPD def2/J DEFGRID3
* xyz 0 1
C 1.59 -1.61 0.02
C 0.65 -0.47 -0.14
H 1.07 -2.47 0.21
H 2.10 -1.42 0.99
H 2.41 -1.48 -0.67
H 2.38 0.66 0.68
H 0.89 2.67 -0.65
H 0.48 2.39 1.06
H -1.71 1.24 -0.26
N 1.40 0.74 -0.14
N 0.67 2.01 0.01
N -0.51 -0.96 -0.06
S -2.01 -0.10 0.04
*
```

=====

Entry 6:
Molecular formula: C28H44I2N3ReSSi
Method: DFT, ωB97M-V/def2-TZVPD

Calculated values
Strongest force on any atom: 0.569 eV Å⁻¹
Highest occupied orbital energy (spin up / spin down): -0.604 / -0.604 Ha
Total energy: -71238.66310 eV
Frontier orbital gap (spin up / spin down): 5.69 / 5.69 eV
Energy relative to the best compared isomer or geometry (same formula, charge and spin): 81.7 kJ/mol
Expectation value of S²: 0.761

```
! RIJCOSX wB97M-V def2-TZVPD def2/J DEFGRID3
* xyz 3 2
Re 0.51 -1.05 1.26
C -0.74 -2.36 0.57
Si 0.31 -2.86 -1.14
C 2.10 -2.49 -0.53
N 2.18 -1.09 0.04
C 2.30 -0.03 -1.07
C 3.57 0.80 -0.96
C 4.80 -0.09 -0.84
C 4.69 -1.01 0.39
C 3.31 -0.96 1.04
C -0.22 -1.73 -2.48
C 0.48 -1.85 -3.69
C 0.16 -1.06 -4.78
C -0.87 -0.13 -4.67
C -1.58 0.00 -3.48
C -1.26 -0.80 -2.40
C 0.04 -4.65 -1.33
C 0.67 -5.60 -0.52
C 0.45 -6.95 -0.74
C -0.40 -7.36 -1.76
C -1.03 -6.42 -2.57
C -0.82 -5.07 -2.35
H -0.66 -3.29 1.17
H -1.79 -2.16 0.35
H 2.88 -2.62 -1.28
H 2.33 -3.19 0.28
H 1.41 0.58 -1.06
H 2.30 -0.59 -2.01
H 3.51 1.50 -0.13
H 3.62 1.40 -1.86
H 5.70 0.51 -0.78
H 4.89 -0.69 -1.75
H 5.40 -0.73 1.17
H 4.93 -2.05 0.14
H 3.16 0.00 1.54
H 3.21 -1.76 1.78
H 1.27 -2.59 -3.80
H 0.69 -1.17 -5.71
H -1.14 0.49 -5.52
H -2.40 0.70 -3.41
H -1.84 -0.71 -1.49
H 1.34 -5.30 0.28
H 0.94 -7.69 -0.12
H -0.56 -8.41 -1.94
H -1.69 -6.74 -3.36
H -1.32 -4.34 -2.98
C -0.36 5.77 1.52
C 0.98 5.41 0.88
C 1.16 3.93 0.55
C 1.22 3.00 1.76
N -0.11 2.76 2.36
C -1.03 1.90 1.97
S -0.66 0.76 0.63
N -2.23 1.90 2.50
C -3.41 1.10 2.09
C -4.27 1.85 1.08
C -4.66 3.26 1.53
C -5.35 3.31 2.88
H -0.52 6.84 1.50
H -0.41 5.49 2.58
H -1.20 5.31 0.99
H 1.79 5.73 1.53
H 1.09 5.97 -0.05
H 2.10 3.80 -0.01
H 0.36 3.59 -0.12
H 1.84 3.42 2.55
H 1.64 2.03 1.49
H -0.41 3.48 3.01
H -2.45 2.65 3.14
H -3.95 0.88 3.00
H -3.05 0.15 1.68
H -5.17 1.25 0.92
H -3.74 1.89 0.12
H -5.33 3.67 0.77
H -3.78 3.91 1.52
H -6.24 2.67 2.90
H -5.68 4.32 3.12
H -4.71 2.99 3.71
I 0.37 -0.50 3.83
I 1.37 -2.85 4.60
*
```

=====

Please write out number 6 again, unchanged.
Molecular formula: C28H44I2N3ReSSi
Method: DFT, ωB97M-V/def2-TZVPD

Calculated values
Strongest force on any atom: 0.569 eV Å⁻¹
Highest occupied orbital energy (spin up / spin down): -0.604 / -0.604 Ha
Total energy: -71238.66310 eV
Frontier orbital gap (spin up / spin down): 5.69 / 5.69 eV
Energy relative to the best compared isomer or geometry (same formula, charge and spin): 81.7 kJ/mol
Expectation value of S²: 0.761

```
! RIJCOSX wB97M-V def2-TZVPD def2/J DEFGRID3
* xyz 3 2
Re 0.51 -1.05 1.26
C -0.74 -2.36 0.57
Si 0.31 -2.86 -1.14
C 2.10 -2.49 -0.53
N 2.18 -1.09 0.04
C 2.30 -0.03 -1.07
C 3.57 0.80 -0.96
C 4.80 -0.09 -0.84
C 4.69 -1.01 0.39
C 3.31 -0.96 1.04
C -0.22 -1.73 -2.48
C 0.48 -1.85 -3.69
C 0.16 -1.06 -4.78
C -0.87 -0.13 -4.67
C -1.58 0.00 -3.48
C -1.26 -0.80 -2.40
C 0.04 -4.65 -1.33
C 0.67 -5.60 -0.52
C 0.45 -6.95 -0.74
C -0.40 -7.36 -1.76
C -1.03 -6.42 -2.57
C -0.82 -5.07 -2.35
H -0.66 -3.29 1.17
H -1.79 -2.16 0.35
H 2.88 -2.62 -1.28
H 2.33 -3.19 0.28
H 1.41 0.58 -1.06
H 2.30 -0.59 -2.01
H 3.51 1.50 -0.13
H 3.62 1.40 -1.86
H 5.70 0.51 -0.78
H 4.89 -0.69 -1.75
H 5.40 -0.73 1.17
H 4.93 -2.05 0.14
H 3.16 0.00 1.54
H 3.21 -1.76 1.78
H 1.27 -2.59 -3.80
H 0.69 -1.17 -5.71
H -1.14 0.49 -5.52
H -2.40 0.70 -3.41
H -1.84 -0.71 -1.49
H 1.34 -5.30 0.28
H 0.94 -7.69 -0.12
H -0.56 -8.41 -1.94
H -1.69 -6.74 -3.36
H -1.32 -4.34 -2.98
C -0.36 5.77 1.52
C 0.98 5.41 0.88
C 1.16 3.93 0.55
C 1.22 3.00 1.76
N -0.11 2.76 2.36
C -1.03 1.90 1.97
S -0.66 0.76 0.63
N -2.23 1.90 2.50
C -3.41 1.10 2.09
C -4.27 1.85 1.08
C -4.66 3.26 1.53
C -5.35 3.31 2.88
H -0.52 6.84 1.50
H -0.41 5.49 2.58
H -1.20 5.31 0.99
H 1.79 5.73 1.53
H 1.09 5.97 -0.05
H 2.10 3.80 -0.01
H 0.36 3.59 -0.12
H 1.84 3.42 2.55
H 1.64 2.03 1.49
H -0.41 3.48 3.01
H -2.45 2.65 3.14
H -3.95 0.88 3.00
H -3.05 0.15 1.68
H -5.17 1.25 0.92
H -3.74 1.89 0.12
H -5.33 3.67 0.77
H -3.78 3.91 1.52
H -6.24 2.67 2.90
H -5.68 4.32 3.12
H -4.71 2.99 3.71
I 0.37 -0.50 3.83
I 1.37 -2.85 4.60
*
```

=====

Please write out number 2 again, unchanged.
Molecular formula: C20H36N2O4
Method: DFT, ωB97M-V/def2-TZVPD

Calculated values
Strongest force on any atom: 0.642 eV Å⁻¹
Structure (SMILES): CC[C@@H](C)[C@@H](NC(=O)[C@H]1CC[C@@H](C)CC1)C(=O)N[C@H](C(=O)OC)C(C)C
Highest occupied orbital energy: -0.345 Ha
Total energy: -32497.13224 eV
Frontier orbital gap: 10.00 eV
Energy relative to the best compared isomer or geometry (same formula, charge and spin): 1.6 kJ/mol

```
! RIJCOSX wB97M-V def2-TZVPD def2/J DEFGRID3
* xyz 0 1
C 1.67 5.12 -0.52
C 1.39 3.75 -1.11
C -0.07 3.31 -0.93
C -1.00 4.06 -1.87
C -0.21 1.80 -1.17
N 0.69 1.05 -0.31
C 1.18 -0.15 -0.65
O 0.89 -0.70 -1.71
C 2.12 -0.83 0.34
C 1.44 -2.11 0.84
C 2.38 -2.91 1.73
C 2.92 -2.09 2.90
C 1.86 -1.84 3.96
C 3.55 -0.80 2.38
C 2.58 0.01 1.52
C -1.64 1.28 -0.91
O -2.49 1.89 -0.30
N -1.82 0.05 -1.44
C -3.01 -0.72 -1.21
C -3.12 -1.24 0.22
O -4.07 -1.84 0.63
O -2.05 -0.94 0.96
C -2.10 -1.32 2.33
C -3.12 -1.89 -2.20
C -3.16 -1.38 -3.63
C -1.99 -2.90 -2.00
H 1.43 5.13 0.55
H 1.08 5.89 -1.00
H 2.72 5.37 -0.64
H 2.05 3.02 -0.64
H 1.62 3.76 -2.18
H -0.39 3.51 0.10
H -2.03 3.78 -1.69
H -0.91 5.13 -1.72
H -0.75 3.84 -2.91
H 0.06 1.56 -2.20
H 0.82 1.41 0.62
H 3.00 -1.13 -0.25
H 0.54 -1.83 1.39
H 1.13 -2.71 -0.02
H 1.86 -3.80 2.10
H 3.22 -3.25 1.12
H 3.72 -2.68 3.38
H 1.02 -1.28 3.56
H 2.28 -1.27 4.79
H 1.48 -2.78 4.35
H 3.88 -0.19 3.23
H 4.43 -1.04 1.79
H 1.73 0.31 2.13
H 3.09 0.92 1.17
H -1.00 -0.43 -1.80
H -3.87 -0.05 -1.34
H -1.48 -0.62 2.88
H -1.73 -2.34 2.45
H -3.13 -1.28 2.69
H -4.07 -2.40 -1.97
H -2.23 -0.89 -3.89
H -3.30 -2.21 -4.32
H -3.98 -0.68 -3.77
H -1.01 -2.45 -2.20
H -2.11 -3.73 -2.68
H -1.99 -3.28 -0.98
*
```

=====

- What is the total energy in the third record?
  -48483.59325 eV

=====

What did the second record say?
Molecular formula: C20H36N2O4
Method: DFT, ωB97M-V/def2-TZVPD

Calculated values
Strongest force on any atom: 0.642 eV Å⁻¹
Structure (SMILES): CC[C@@H](C)[C@@H](NC(=O)[C@H]1CC[C@@H](C)CC1)C(=O)N[C@H](C(=O)OC)C(C)C
Highest occupied orbital energy: -0.345 Ha
Total energy: -32497.13224 eV
Frontier orbital gap: 10.00 eV
Energy relative to the best compared isomer or geometry (same formula, charge and spin): 1.6 kJ/mol

```
! RIJCOSX wB97M-V def2-TZVPD def2/J DEFGRID3
* xyz 0 1
C 1.67 5.12 -0.52
C 1.39 3.75 -1.11
C -0.07 3.31 -0.93
C -1.00 4.06 -1.87
C -0.21 1.80 -1.17
N 0.69 1.05 -0.31
C 1.18 -0.15 -0.65
O 0.89 -0.70 -1.71
C 2.12 -0.83 0.34
C 1.44 -2.11 0.84
C 2.38 -2.91 1.73
C 2.92 -2.09 2.90
C 1.86 -1.84 3.96
C 3.55 -0.80 2.38
C 2.58 0.01 1.52
C -1.64 1.28 -0.91
O -2.49 1.89 -0.30
N -1.82 0.05 -1.44
C -3.01 -0.72 -1.21
C -3.12 -1.24 0.22
O -4.07 -1.84 0.63
O -2.05 -0.94 0.96
C -2.10 -1.32 2.33
C -3.12 -1.89 -2.20
C -3.16 -1.38 -3.63
C -1.99 -2.90 -2.00
H 1.43 5.13 0.55
H 1.08 5.89 -1.00
H 2.72 5.37 -0.64
H 2.05 3.02 -0.64
H 1.62 3.76 -2.18
H -0.39 3.51 0.10
H -2.03 3.78 -1.69
H -0.91 5.13 -1.72
H -0.75 3.84 -2.91
H 0.06 1.56 -2.20
H 0.82 1.41 0.62
H 3.00 -1.13 -0.25
H 0.54 -1.83 1.39
H 1.13 -2.71 -0.02
H 1.86 -3.80 2.10
H 3.22 -3.25 1.12
H 3.72 -2.68 3.38
H 1.02 -1.28 3.56
H 2.28 -1.27 4.79
H 1.48 -2.78 4.35
H 3.88 -0.19 3.23
H 4.43 -1.04 1.79
H 1.73 0.31 2.13
H 3.09 0.92 1.17
H -1.00 -0.43 -1.80
H -3.87 -0.05 -1.34
H -1.48 -0.62 2.88
H -1.73 -2.34 2.45
H -3.13 -1.28 2.69
H -4.07 -2.40 -1.97
H -2.23 -0.89 -3.89
H -3.30 -2.21 -4.32
H -3.98 -0.68 -3.77
H -1.01 -2.45 -2.20
H -2.11 -3.73 -2.68
H -1.99 -3.28 -0.98
*
```